[1]
The following is a quantum chemistry calculation of a structure of composition C43H45B2F4FeN5O5PS2Te, from the Open Molecules 2025 dataset.

XYZ file:
```
109
Properties=species:S:1:pos:R:3:forces:R:3
Te -0.073619 -2.205835 -0.446059 0.23 -0.04 0.14
Fe -0.087475 1.582418 -1.775515 0.78 0.03 0.07
S -0.360034 1.860128 0.935115 -0.28 -0.08 0.28
S 1.736334 4.563694 1.273564 -0.08 -0.06 0.01
P 0.692422 3.139158 2.118052 0.06 0.33 -0.25
F -2.813133 0.534773 -4.090247 0.02 -0.16 0.29
F -3.610020 -1.188778 -2.744825 0.19 0.12 -0.05
F -0.205650 4.888562 -3.947200 0.29 -0.11 0.16
F 1.986663 5.516371 -3.486001 -0.16 -0.16 0.02
O 1.566152 3.319619 -4.084360 0.19 0.46 0.06
O -2.845320 0.735262 -1.725376 -0.11 -0.11 -0.04
O -1.305938 -0.843755 -2.881602 -0.14 0.09 -0.16
O 1.844694 1.363532 -1.526558 -0.26 -0.47 0.22
O 0.823222 4.263197 -1.905782 0.26 0.21 -0.18
N -0.352496 0.110464 -3.166288 -0.36 0.02 0.27
N -0.230130 3.488349 -1.689388 0.22 -0.03 -0.16
N 0.858246 2.234087 -3.850763 -0.49 -0.04 0.13
N 0.677564 -0.311922 -0.718469 0.20 -0.14 -0.18
N -1.983952 1.766575 -1.702801 -0.17 -0.15 -0.24
C -2.683840 4.179426 4.248996 0.04 -0.07 -0.08
C 5.821531 -1.333456 -0.355700 0.01 0.00 0.00
C -3.878481 3.192204 -1.220921 -0.03 0.13 0.05
C -0.322508 -6.499650 1.006718 -0.03 -0.08 0.00
C -0.522501 -4.470540 -0.209808 -0.13 -0.13 -0.42
C -0.043619 -1.166704 2.726858 -0.09 -0.03 -0.01
C 4.305923 0.464884 -0.853247 -0.03 -0.01 0.00
C 5.592733 0.013616 -0.602040 -0.05 0.02 -0.01
C 3.228406 -0.424745 -0.840560 -0.07 0.16 0.04
C 3.500130 0.351733 4.473337 0.02 -0.01 -0.01
C -1.201755 -8.676763 0.102987 0.00 0.09 0.02
C -1.650182 -1.620916 0.794365 -0.11 0.10 -0.11
C -0.810421 5.345845 5.202372 0.07 -0.02 -0.02
C -1.578341 -4.421090 -2.547305 0.02 -0.02 0.14
C -0.105016 -1.006363 -5.299948 -0.04 0.08 -0.11
C -0.974040 -7.189424 -0.009174 0.02 -0.04 0.00
C 2.415990 0.914255 5.130288 -0.06 0.01 -0.04
C 2.879792 1.512022 2.457315 0.08 -0.12 0.06
C 3.473305 -1.776691 -0.617752 0.00 0.09 0.00
C 1.550024 1.767279 4.447862 0.11 -0.08 -0.05
C 4.762377 -2.229684 -0.378800 -0.02 -0.02 -0.02
C 1.783017 2.070434 3.110572 -0.08 -0.10 0.11
C -1.834143 3.561100 3.332757 0.06 0.05 0.19
C 0.175954 0.088680 -4.328020 0.18 0.02 -0.16
C -4.009315 -1.236985 1.001628 0.03 -0.01 0.03
C -1.379708 -6.484353 -1.137842 0.00 -0.01 0.02
C -1.379163 3.985371 -1.451632 -0.40 -0.06 0.22
C -2.436373 2.934057 -1.441998 0.03 0.42 0.06
C 0.651203 -4.447401 2.065429 -0.13 -0.18 -0.16
C 0.036461 4.739888 4.285910 -0.08 0.01 0.01
C -2.172928 5.068242 5.182993 -0.04 0.00 0.00
C 1.868993 0.173619 -1.045533 0.25 -0.14 0.06
C -0.469924 3.838096 3.348390 -0.16 -0.01 -0.09
C -3.795469 -0.778627 2.295933 0.10 -0.04 -0.04
C 1.037054 1.254188 -4.649314 -0.05 -0.38 -0.18
C 1.953550 1.312459 -5.828530 -0.04 -0.05 0.05
C 3.730317 0.649078 3.130904 -0.02 0.00 -0.03
C -1.611746 5.424798 -1.199448 -0.17 0.06 -0.14
C -2.515828 -0.764705 2.832485 -0.12 0.02 0.05
C -1.149871 -5.116848 -1.276390 0.06 0.05 0.02
C -0.073327 -5.131726 0.925606 0.11 0.20 0.15
C -2.930654 -1.665937 0.246992 0.05 -0.10 -0.08
C -1.411158 -1.182872 2.096311 0.26 0.02 0.03
B -2.678816 -0.182464 -2.901908 0.09 -0.12 -0.14
B 1.032684 4.547080 -3.380038 -0.06 0.12 -0.10
H -4.302007 2.391037 -0.616812 0.00 0.03 0.00
H 0.750297 -1.043126 1.985591 -0.03 0.07 0.08
H -2.444264 -3.779351 -2.388128 -0.07 0.09 0.05
H -4.628363 -0.425553 2.891444 0.01 -0.02 0.00
H 0.274823 -0.769387 -6.291055 0.01 0.00 0.05
H -4.395657 3.186780 -2.185145 0.02 -0.01 0.05
H -1.817793 -8.912015 0.974328 0.03 0.01 -0.05
H 0.135165 -2.094392 3.278087 -0.03 0.13 -0.02
H 0.044213 -0.341162 3.426976 0.02 0.10 0.01
H 4.110650 1.509914 -1.056695 0.03 -0.01 0.05
H 2.286378 0.320721 -6.129042 -0.01 0.00 0.00
H 2.671044 -2.497010 -0.647722 -0.11 -0.08 0.05
H -2.834646 5.553027 5.893253 0.05 -0.04 -0.05
H -1.180555 -1.169592 -5.349278 0.01 -0.01 0.00
H 4.173019 -0.311747 5.006577 -0.05 0.04 -0.04
H 0.695435 2.194673 4.958248 0.04 -0.03 0.02
H -0.650872 5.914595 -1.078007 0.03 0.03 0.03
H -0.252453 -9.204205 0.221721 -0.05 0.02 -0.01
H -2.357381 -0.405070 3.843872 -0.01 0.00 -0.06
H -5.002094 -1.250018 0.568275 0.05 0.01 0.04
H -3.092867 -2.004357 -0.771709 0.03 0.07 0.16
H -3.747470 3.964283 4.227266 0.08 0.02 0.01
H 1.505875 -5.043311 2.386997 -0.01 0.00 -0.02
H 1.449162 1.788212 -6.673650 0.03 -0.02 0.00
H 6.415927 0.717149 -0.598313 -0.03 -0.02 0.00
H -0.011888 -4.331644 2.926004 0.00 0.02 -0.05
H -2.202010 5.545186 -0.289611 -0.01 0.01 -0.01
H 1.016057 -3.458002 1.790121 0.04 -0.09 0.02
H 2.236412 0.689232 6.176259 0.02 0.02 -0.06
H -4.032230 4.156436 -0.740411 -0.01 -0.05 -0.03
H -1.700947 -9.068741 -0.783438 0.02 0.02 0.05
H -0.787944 -3.789444 -2.953496 0.05 0.03 -0.01
H -2.142371 5.885135 -2.036668 0.00 -0.03 0.04
H 0.355169 -1.933989 -4.950962 -0.01 0.02 -0.02
H 6.824843 -1.688119 -0.151514 -0.04 0.02 -0.02
H 2.815960 1.926705 -5.580157 0.01 0.00 0.01
H 3.058296 1.770427 1.418761 0.02 -0.01 0.03
H -1.848381 -5.149706 -3.310735 0.02 -0.01 0.03
H 0.015439 -7.037836 1.889694 -0.02 0.03 -0.07
H 1.095088 4.972687 4.275823 -0.03 0.03 0.00
H -1.881085 -7.008238 -1.946349 0.05 0.00 0.05
H 4.579362 0.212340 2.612261 -0.07 0.04 0.04
H -2.222906 2.859865 2.604729 0.00 0.00 -0.02
H -0.410703 6.046175 5.927365 -0.01 -0.04 -0.05
H 4.940380 -3.284850 -0.211303 -0.02 0.03 0.00
```
Forces are in eV/Å.

Values from the calculation:
gap between HOMO and LUMO (spin up / spin down): 6.2 / 4.3 eV
E_tot: -5434.3309 hartree
energy relative to the best compared isomer or geometry (same formula, charge and spin): 1.443 eV
molar mass: 1088.0 Da
F_max: 0.79 eV/A
spin multiplicity: 6
⟨S²⟩: 8.827
LUMO (spin up / spin down): -1.05 / -2.96 eV


[2]
The following is a quantum chemistry calculation of a structure of composition C43H45BFeN8O2P2 in a non-equilibrium geometry, from the Open Molecules 2025 dataset.

XYZ file:
```
102
Properties=species:S:1:pos:R:3:forces:R:3
Fe 1.544536 -0.992850 -0.871083 -1.33 -0.30 -0.83
P 1.672685 -0.480905 2.903324 -0.27 -0.41 -0.35
P -0.118017 0.365044 -0.198184 0.14 0.74 0.85
O 1.437743 -1.748939 1.891210 0.09 0.35 0.44
O 1.629436 -3.572378 3.272146 -0.03 0.12 -0.12
N -1.711449 0.371553 -0.988639 -0.15 -0.22 -0.09
N 0.576714 -2.838786 -1.461736 0.72 0.32 0.30
N -2.119658 -0.841423 -1.523882 -0.02 0.02 0.06
N -0.649391 -2.981001 -2.037805 -0.20 -0.26 -0.06
N -0.324124 -0.916467 -3.444962 -0.22 -0.09 -0.08
N -3.145432 -3.279631 -3.740128 0.12 -0.32 0.25
N -2.496644 -2.089997 -3.637183 0.04 0.08 -0.32
N 0.768893 -0.407394 -2.847414 0.78 0.11 0.26
C 2.565726 -1.920902 7.107939 0.00 0.00 -0.06
C -2.470607 3.015904 1.106191 -0.02 -0.09 -0.16
C 0.195010 -5.018680 -1.773598 -0.07 -0.05 0.01
C -4.165380 -3.101630 -4.555939 0.01 0.16 0.08
C -2.946163 2.554249 -0.293164 0.32 0.22 0.29
C -0.769148 0.149731 1.558978 0.12 0.03 -0.30
C -2.232140 4.490939 1.170693 -0.04 0.11 -0.03
C -2.509613 5.210362 2.286788 0.04 0.02 -0.13
C -3.358258 2.531255 2.210228 0.02 -0.06 0.02
C 1.297781 -3.110472 2.242321 0.04 -0.18 0.04
C 1.404259 4.525540 -1.508857 -0.03 0.02 0.05
C 0.360833 2.093062 -0.587688 -0.12 -0.04 -0.08
C -3.141763 4.618123 3.401617 -0.02 0.07 0.08
C 0.949699 -1.315889 5.436932 -0.01 0.03 -0.02
C 0.108313 2.533978 -1.891066 -0.04 -0.02 0.07
C 1.101545 -4.055312 -1.324394 -0.16 0.04 0.00
C -5.083877 -4.220651 -4.908173 0.06 -0.01 -0.01
C 3.326689 -1.114535 4.980052 0.02 0.00 -0.01
C 1.657185 4.101205 -0.212594 0.07 0.05 -0.01
C 0.129053 0.493798 2.754125 0.27 -0.13 -0.03
C -0.889571 -4.303260 -2.219540 0.04 0.09 0.03
C -3.601739 3.288105 3.312275 -0.05 -0.11 -0.04
C 3.063237 0.400477 2.220609 -0.23 0.01 0.17
C 0.627644 3.736739 -2.344572 0.02 -0.02 -0.05
C 4.505371 2.311628 2.398122 0.03 0.02 -0.01
C -2.844409 1.100632 -0.654204 -0.14 -0.29 -0.35
C 0.968116 -0.081695 -5.043181 -0.02 0.02 0.01
C 1.996880 -0.988949 4.574084 -0.04 0.35 -0.33
C 4.782587 0.742317 0.585594 0.05 -0.02 -0.10
C 2.859081 0.725098 -3.399341 -0.10 -0.04 -0.09
C 1.243089 -1.785466 6.702686 -0.10 -0.04 0.04
C 3.450239 1.563536 2.890489 -0.07 -0.10 -0.09
C 1.559088 0.101783 -3.785934 -0.19 -0.04 0.06
C 2.496503 -4.254630 -0.828120 -0.11 0.03 0.00
C -3.157230 -1.151570 -4.381140 0.01 0.08 0.09
C -3.444941 -0.870828 -1.478054 -0.01 0.02 0.17
C 3.605376 -1.580959 6.251864 0.02 -0.02 0.03
C -3.936627 0.316109 -0.957209 0.06 0.03 0.28
C 3.726538 -0.011558 1.069693 -0.17 -0.01 -0.08
C 1.158020 2.889008 0.234696 -0.20 -0.15 0.15
C -0.211871 -0.738090 -4.782897 0.16 0.02 -0.19
C -4.218001 -1.753688 -4.990122 0.01 0.00 -0.02
C 5.170763 1.897949 1.249352 -0.01 0.04 0.05
B -1.361895 -1.772925 -2.686083 0.26 0.00 0.07
H 0.429044 4.051174 -3.361167 -0.03 0.02 0.02
H 0.324563 -6.086920 -1.793271 -0.02 0.00 -0.02
H -1.706659 0.682035 1.678203 -0.05 0.01 0.14
H -4.972137 -4.487526 -5.959403 -0.02 -0.03 0.01
H -2.841238 -0.120028 -4.393796 0.02 -0.02 -0.06
H 0.403968 1.551359 2.746965 0.10 -0.06 0.12
H -6.123246 -3.936262 -4.747957 -0.01 -0.01 0.00
H -3.997158 2.829104 -0.378584 -0.02 -0.08 -0.14
H -3.363076 5.214065 4.275228 0.02 -0.03 0.02
H -3.817584 1.553129 2.105521 0.05 -0.04 0.07
H -4.973790 0.582900 -0.848057 0.02 0.07 0.00
H -1.005981 -0.917592 1.609271 -0.05 0.02 -0.18
H -4.927297 -1.308035 -5.666576 -0.01 0.02 0.03
H -2.271147 6.265932 2.319675 0.01 -0.01 -0.03
H -1.475277 2.570381 1.229934 0.21 -0.02 0.08
H 3.027841 0.592962 -2.322928 0.05 0.08 -0.02
H 1.372516 2.586620 1.248877 0.11 -0.04 0.07
H 3.686352 0.268225 -3.941509 0.03 0.01 0.03
H -2.399659 3.117470 -1.052220 0.02 0.03 0.01
H 1.356460 0.208686 -6.004119 -0.03 -0.02 -0.01
H 6.003763 2.477823 0.875283 -0.01 0.00 -0.01
H 2.529797 -4.798317 0.117521 0.02 0.02 0.01
H 2.924878 1.872238 3.788250 0.08 0.05 0.02
H -1.767016 4.955233 0.308128 0.03 0.03 0.03
H -0.952104 -1.102941 -5.472219 -0.02 -0.01 0.04
H 2.785042 -2.294277 8.099041 0.01 0.01 0.01
H 3.059159 -4.843494 -1.551549 0.06 0.04 0.01
H 3.006625 -3.292366 -0.710368 0.03 -0.03 0.05
H 2.864069 1.794628 -3.611807 0.02 0.01 0.04
H 0.848492 -3.621439 1.384963 -0.01 0.04 -0.03
H 4.132427 -0.845281 4.309387 0.02 -0.04 0.02
H -4.855810 -5.092154 -4.298509 -0.02 -0.02 -0.03
H 3.436368 -0.934133 0.567477 0.09 -0.09 0.03
H -1.807041 -4.623355 -2.673695 -0.09 -0.01 -0.08
H 5.312446 0.422552 -0.301681 0.00 0.00 0.00
H -0.426166 0.328420 3.680231 -0.03 0.02 -0.04
H -0.082597 -1.216616 5.123852 0.00 -0.05 0.05
H 1.797287 5.470350 -1.859552 0.01 -0.01 -0.01
H 4.815376 3.210109 2.914223 0.01 0.00 -0.01
H -4.002130 -1.714103 -1.854120 0.08 -0.02 -0.10
H -4.202036 2.884691 4.118682 -0.04 0.01 -0.04
H 0.439557 -2.052071 7.375247 0.01 0.01 0.01
H -0.495956 1.935578 -2.559838 0.00 -0.01 -0.03
H 2.246295 4.715321 0.456197 0.00 0.00 -0.01
H 4.632055 -1.680725 6.575603 0.00 0.00 0.00
```
Forces are in eV/Å.

Values from the calculation:
net charge: +2
gap between HOMO and LUMO (spin up / spin down): 6.1 / 7.1 eV
E_tot: -4224.9320 hartree
energy relative to the best compared isomer or geometry (same formula, charge and spin): 1.546 eV
molar mass: 834.5 Da
F_max: 1.60 eV/A
spin multiplicity: 5
⟨S²⟩: 6.085
LUMO (spin up / spin down): -5.20 / -5.20 eV


Question: Among the records above, which one has the lowest spin multiplicity?
Answer: C43H45BFeN8O2P2